The following is a quantum chemistry calculation of a cluster of 8 separate species, C33H49N7O3 in total at a distorted geometry, from the OMol25 dataset.

The geometry in XYZ format:
```
92
Properties=species:S:1:pos:R:3:forces:R:3:lowdin_charge:R:1
N -14.292676 5.554131 3.183271 0.398 1.001 -0.097 0.063
C -13.870006 6.179703 2.063759 -0.441 -1.011 0.527 -0.141
C -14.391152 7.378018 1.607384 -0.141 -0.312 -0.045 -0.065
C -15.373133 8.021916 2.366473 0.623 -0.107 -0.365 -0.068
C -15.776915 7.427123 3.546306 0.201 0.346 -0.457 -0.080
C -15.175952 6.228080 3.905207 -1.297 -0.635 0.212 -0.187
H -13.169591 5.562181 1.514276 0.126 0.431 -0.337 0.103
H -14.111868 7.689767 0.610280 0.102 0.397 0.142 0.102
H -15.786205 8.961640 2.025503 -0.165 -0.061 -0.011 0.108
H -16.597809 7.859132 4.102674 0.159 -0.067 0.292 0.107
H -15.631587 5.691962 4.736185 0.379 0.025 0.191 0.076
N -19.477718 -2.193257 -1.334127 0.755 0.685 -0.835 0.047
C -18.571645 -1.273555 -0.972016 -0.977 0.212 0.475 -0.149
C -18.942518 -0.103509 -0.316760 0.639 -0.461 0.017 -0.084
C -20.260516 0.067328 0.045388 -0.304 0.885 -0.458 -0.083
C -21.214445 -0.760018 -0.522228 -0.088 -0.260 0.369 -0.067
C -20.766469 -1.847416 -1.242885 0.661 -0.917 0.110 -0.162
H -17.515336 -1.413632 -1.160599 -0.021 -0.536 -0.168 0.097
H -18.158924 0.610034 -0.094702 -0.200 0.142 0.242 0.092
H -20.548197 0.934652 0.624623 -0.062 -0.058 0.047 0.093
H -22.273250 -0.628322 -0.345319 0.016 0.155 -0.086 0.102
H -21.406379 -2.560425 -1.750529 -0.412 0.159 0.273 0.101
C -18.275357 4.555736 3.164028 -0.739 -0.701 0.816 -0.113
C -19.774499 4.280661 3.490814 1.708 0.537 0.048 -0.081
O -20.323948 4.022231 2.184357 -0.395 0.089 1.277 0.084
C -19.324317 3.703952 1.347370 0.063 0.549 -0.757 -0.583
O -19.466422 3.324874 0.229484 -0.118 -0.255 0.094 0.157
O -18.131829 3.967936 1.899700 0.546 -0.186 -0.789 0.050
H -17.601658 3.998018 3.817390 -0.027 0.544 0.281 0.096
H -18.087186 5.630573 3.145848 0.301 -0.153 -0.170 0.122
H -20.109501 5.182855 3.996057 -0.924 -0.033 -0.486 0.114
H -19.861077 3.444524 4.177929 -0.286 -0.352 -0.351 0.096
C -16.128333 -1.331002 3.747415 0.648 0.234 -1.084 -0.109
C -15.737230 0.046904 3.165279 0.259 -0.608 0.518 -0.225
C -16.922634 1.040150 3.039613 0.819 0.332 -0.076 -0.170
C -18.221734 0.457385 3.318371 0.108 0.193 -0.004 -0.254
N -19.249476 0.009173 3.550278 -0.463 -0.086 0.136 0.173
H -16.879343 -1.792120 3.106469 -0.403 0.040 0.415 0.071
H -16.414027 -1.243239 4.790653 -0.332 -0.160 -0.022 0.076
H -15.278518 -2.011487 3.661997 0.142 0.142 0.270 0.070
H -15.202339 -0.069338 2.223438 -0.384 -0.089 -0.237 0.102
H -14.967992 0.450009 3.826393 -0.195 0.333 0.072 0.099
H -16.960924 1.508566 2.054247 -0.013 -0.143 -0.048 0.107
H -16.750728 1.869237 3.730235 -0.219 -0.064 0.120 0.090
C -14.225420 3.161478 9.401710 -0.277 -0.094 -0.562 -0.095
C -13.547112 3.710016 8.148147 0.633 -0.845 -0.432 -0.255
C -14.361817 4.520433 7.157045 -0.216 1.503 -0.286 -0.196
C -15.593978 3.878438 6.720242 -0.083 -0.259 0.025 -0.227
N -16.536103 3.358869 6.319096 -0.159 0.003 -0.027 0.177
H -13.537776 2.439117 9.837814 -0.202 -0.142 0.106 0.075
H -15.132198 2.658938 9.053567 0.030 -0.244 0.359 0.066
H -14.524380 3.850346 10.190096 0.180 0.388 -0.235 0.074
H -13.269670 2.839825 7.538922 0.069 -0.176 0.317 0.114
H -12.575032 4.153378 8.368665 -0.253 0.512 -0.005 0.111
H -13.831591 4.747086 6.223354 0.346 -0.431 0.143 0.115
H -14.621795 5.541038 7.468583 -0.119 -0.238 0.477 0.128
C -20.813922 6.213827 -1.700427 0.600 -0.336 0.735 -0.116
C -20.729954 6.777717 -3.102260 -0.318 -0.615 -0.361 -0.258
C -19.581140 6.120694 -3.884197 -0.096 0.474 -0.701 -0.196
C -19.767076 4.679320 -4.050717 0.092 -0.269 0.136 -0.244
N -19.896781 3.549253 -4.213969 -0.034 0.186 0.030 0.149
H -20.823912 5.120706 -1.644667 -0.650 0.001 -0.506 0.066
H -21.649061 6.620125 -1.132840 0.034 -0.048 0.040 0.074
H -19.882508 6.358645 -1.136771 -0.101 0.716 -0.059 0.076
H -20.705842 7.867470 -3.131959 0.596 0.005 0.191 0.106
H -21.643996 6.566458 -3.667023 -0.051 -0.253 0.173 0.111
H -18.588639 6.307482 -3.472875 -0.086 -0.021 0.269 0.118
H -19.553524 6.514147 -4.905830 0.026 0.115 0.075 0.116
C -21.174417 6.687604 7.612960 -0.446 0.402 -0.218 -0.093
C -21.946095 5.991973 6.497438 0.080 -1.197 0.773 -0.268
C -22.884471 6.860185 5.661664 0.370 0.707 0.797 -0.170
C -22.170995 7.966034 5.040678 0.398 -0.072 -0.852 -0.252
N -21.574565 8.815937 4.550002 0.013 0.044 0.085 0.141
H -21.863407 7.196534 8.291030 0.076 0.034 0.038 0.081
H -20.488303 7.431566 7.204030 0.083 -0.022 0.115 0.073
H -20.626382 5.944833 8.188436 0.095 0.074 0.012 0.056
H -22.550038 5.205214 6.958598 -0.230 0.199 0.021 0.083
H -21.208052 5.393364 5.954005 -0.180 0.403 -0.684 0.080
H -23.545741 7.412639 6.342083 -0.313 -0.577 0.068 0.127
H -23.482337 6.298268 4.950120 0.055 0.036 -0.104 0.122
C -19.712542 2.907217 8.144868 1.099 -0.563 0.134 -0.106
C -20.026488 2.031327 6.932597 0.353 0.496 0.346 -0.242
C -21.378300 2.245510 6.248702 -0.707 -1.218 -0.117 -0.183
C -22.537505 2.552434 7.072047 -0.020 0.616 0.585 -0.253
N -23.491994 2.781632 7.669372 0.065 -0.012 0.036 0.148
H -18.698641 2.655354 8.480705 0.030 -0.067 -0.226 0.062
H -20.286536 2.729254 9.053337 -0.640 0.406 -0.335 0.077
H -19.604473 3.943010 7.821800 -0.553 0.160 0.355 0.055
H -19.938129 0.967173 7.145693 0.071 0.063 0.251 0.111
H -19.210688 2.269902 6.245832 -0.241 -0.250 -0.363 0.074
H -21.704368 1.250472 5.913639 0.375 0.194 -0.724 0.126
H -21.398471 2.916033 5.392720 0.157 0.035 0.046 0.089
```
Positions in Å, forces in eV/Å.

Computed properties:
**Net charge**: 0
**HOMO**: -9.10 eV
**Gap between HOMO and LUMO**: 0.341 Ha
**DFT total energy**: -51586.3491 eV
**2S+1**: 1
**SMILES string**: O=C1OCCO1.c1ccncc1.c1ccncc1.CCCC#N.CCCC#N.CCCC#N.CCCC#N.CCCC#N


The following is a quantum chemistry calculation of a structure of composition C33H50AsO7P2S4Ta, from the OMol25 dataset.

The geometry in XYZ format:
```
98
Properties=species:S:1:pos:R:3:forces:R:3:lowdin_charge:R:1
Ta -0.282946 -0.369452 0.441442 -0.280 0.809 0.076 1.423
O -1.043039 0.690997 4.840200 -0.027 -0.142 -0.122 -0.212
As -0.758778 -0.723111 3.845648 -0.296 0.313 0.166 0.971
O 0.486004 -1.611712 4.331716 0.215 -0.175 0.086 -0.378
O -0.476311 0.102940 2.335369 0.121 -0.053 -0.793 -0.601
C -2.534002 -1.463664 3.754315 0.116 0.075 0.226 -0.225
C -3.247890 -1.397911 4.943369 0.026 0.030 0.031 -0.057
C -4.499297 -1.995120 5.052345 -0.050 -0.076 -0.140 -0.017
C -5.046243 -2.671413 3.973012 0.069 0.088 0.143 -0.016
C -4.345299 -2.741595 2.777952 -0.048 -0.087 -0.155 -0.022
C -3.101770 -2.141226 2.676217 0.113 0.035 -0.194 -0.266
S -2.315245 -2.217943 1.107827 -0.327 -0.321 -0.018 0.547
O -2.388103 -0.851401 0.470781 0.020 0.409 -0.197 -0.464
O -2.873677 -3.257480 0.326777 -0.039 0.001 0.104 -0.208
O -0.832088 -2.273579 1.351194 0.315 -0.219 0.373 -0.538
H -0.395791 0.742935 5.557088 0.044 -0.051 0.015 0.076
H -2.832360 -0.880907 5.797898 0.017 0.000 -0.020 0.115
H -5.035347 -1.934680 5.989207 -0.015 -0.011 0.003 0.126
H -6.012257 -3.149298 4.053432 -0.009 0.003 0.017 0.127
H -4.753966 -3.269083 1.926734 0.005 0.001 0.002 0.127
C 5.001113 0.083112 0.279488 0.030 0.038 -0.057 -0.083
C 3.589192 -0.286320 -0.187130 -0.050 -0.005 0.068 -0.526
C 3.657618 -1.485282 -1.133263 0.012 -0.020 0.017 -0.105
P 2.357882 -0.551877 1.174255 -0.033 -0.235 -0.005 1.028
C 2.530861 0.857921 2.357424 -0.011 -0.044 -0.001 -0.525
C 2.465948 2.181851 1.593314 -0.010 -0.029 0.055 -0.102
C 3.701695 0.795542 3.338490 0.005 0.046 0.011 -0.081
C 2.738054 -2.116097 2.081973 -0.018 0.032 -0.001 -0.502
C 4.229205 -2.321798 2.370321 0.030 -0.046 -0.010 -0.090
C 2.179031 -3.370028 1.402788 0.039 0.005 0.038 -0.102
H 5.594517 0.326940 -0.603410 -0.005 0.002 -0.017 0.098
H 5.494164 -0.744991 0.781815 0.006 0.044 -0.025 0.070
H 5.026911 0.947679 0.936738 0.004 0.026 -0.095 0.056
H 3.182058 0.567170 -0.733883 -0.020 -0.012 -0.007 0.050
H 4.216907 -2.303066 -0.677734 -0.018 0.006 -0.015 0.078
H 4.184615 -1.195249 -2.042604 0.008 -0.005 -0.021 0.089
H 2.677965 -1.864524 -1.415933 -0.031 -0.008 -0.030 0.020
H 1.619216 0.782165 2.951148 0.025 -0.021 0.030 0.065
H 3.327944 2.336140 0.946160 0.028 -0.019 -0.028 0.081
H 2.449867 3.004500 2.309282 -0.021 0.020 -0.010 0.088
H 1.564011 2.255649 0.977054 0.017 0.025 0.001 0.037
H 4.671274 0.843088 2.845902 -0.052 -0.007 0.115 0.067
H 3.661776 -0.103329 3.951517 -0.020 0.055 0.026 0.079
H 3.633762 1.654240 4.008677 -0.009 0.010 0.008 0.094
H 2.205256 -1.978377 3.028282 -0.022 0.032 -0.027 0.076
H 4.756461 -2.660115 1.477648 -0.007 -0.014 0.033 0.075
H 4.322817 -3.109202 3.118961 -0.002 -0.015 0.001 0.099
H 4.732673 -1.439316 2.754373 0.003 -0.084 -0.007 0.054
H 2.651296 -3.556668 0.438846 -0.002 0.005 -0.016 0.070
H 1.103275 -3.338123 1.267722 0.001 -0.009 0.003 0.029
H 2.398826 -4.224319 2.044255 -0.001 -0.016 -0.006 0.098
C -0.182355 4.692777 1.023240 -0.058 -0.015 0.004 -0.083
C -1.488884 4.621625 1.803983 0.028 -0.012 -0.061 -0.265
C -1.893670 3.221270 2.241751 0.029 -0.053 -0.075 -0.304
S -2.425051 2.033572 0.978741 -0.230 0.263 0.396 1.082
O -1.109383 1.521949 0.300777 0.298 -0.471 -0.136 -0.770
C -3.126423 3.036550 -0.331431 -0.094 -0.138 0.037 -0.320
C -3.540579 2.135371 -1.493583 0.046 -0.032 -0.011 -0.288
C -4.273941 2.933437 -2.564897 0.009 0.034 0.024 -0.077
H 0.020348 5.715331 0.710193 -0.002 0.012 0.004 0.090
H -0.195458 4.064881 0.130538 -0.020 -0.004 -0.032 0.062
H 0.649001 4.363979 1.644065 0.030 0.002 0.015 0.061
H -2.305624 5.083698 1.248421 -0.015 0.022 -0.022 0.104
H -1.396507 5.210412 2.718857 -0.003 -0.015 0.019 0.126
H -2.750315 3.244768 2.919915 -0.013 -0.015 0.006 0.107
H -1.091715 2.679124 2.754677 -0.071 0.032 -0.011 0.085
H -2.405562 3.792814 -0.631640 0.106 0.040 0.007 0.102
H -3.990380 3.530032 0.125286 -0.001 -0.023 0.012 0.122
H -4.176361 1.328491 -1.120370 -0.006 -0.010 -0.008 0.116
H -2.646217 1.671073 -1.920086 -0.027 -0.002 0.021 0.090
H -5.187346 3.378812 -2.169438 -0.004 0.013 -0.007 0.086
H -4.548142 2.286627 -3.396388 0.004 0.000 0.010 0.065
H -3.646402 3.735185 -2.957153 -0.007 0.003 -0.006 0.088
S 0.615692 0.833025 -1.622891 -0.046 -0.167 0.079 0.408
P 0.134020 -0.815251 -2.731745 0.084 0.042 0.001 0.302
S -0.091590 -2.207017 -1.267264 0.028 0.079 0.004 0.447
C 1.414142 -1.237492 -3.905322 -0.086 0.086 0.074 -0.407
C 1.418129 -2.523232 -4.443679 -0.003 -0.016 -0.009 -0.074
C 2.383290 -2.862748 -5.375962 -0.004 -0.001 -0.008 -0.045
C 3.325537 -1.921662 -5.775228 -0.018 0.008 0.024 -0.040
C 3.310957 -0.639477 -5.243136 0.001 -0.006 -0.011 -0.053
C 2.355871 -0.292425 -4.299775 0.019 0.000 0.017 -0.107
C -1.410815 -0.544229 -3.606419 0.182 -0.006 0.026 -0.388
C -1.390446 0.367871 -4.662963 0.000 -0.004 -0.042 -0.076
C -2.556012 0.631043 -5.360004 0.004 -0.002 0.006 -0.052
C -3.733834 -0.021126 -5.010191 0.024 -0.023 0.033 -0.058
C -3.748990 -0.928993 -3.960574 -0.024 0.019 -0.014 -0.053
C -2.587239 -1.193116 -3.248557 -0.018 -0.028 0.051 -0.088
H 0.680358 -3.255634 -4.135906 0.004 -0.009 -0.003 0.112
H 2.399501 -3.860017 -5.793259 0.005 -0.003 -0.005 0.119
H 4.075899 -2.191711 -6.505695 0.006 0.000 -0.007 0.119
H 4.044646 0.089222 -5.559453 0.006 0.000 -0.005 0.118
H 2.351750 0.702307 -3.870488 0.010 0.005 0.004 0.089
H -0.467295 0.860261 -4.947854 -0.007 0.001 -0.012 0.114
H -2.543938 1.331348 -6.183814 -0.007 0.005 -0.006 0.119
H -4.640632 0.173986 -5.566982 -0.010 -0.004 -0.006 0.119
H -4.663096 -1.444755 -3.699712 -0.012 0.001 -0.006 0.118
H -2.602722 -1.906548 -2.433602 0.017 0.005 -0.003 0.080
```
Positions in Å, forces in eV/Å.

Computed properties:
**Net charge**: +2
**HOMO**: -14.18 eV
**Gap between HOMO and LUMO**: 0.283 Ha
**DFT total energy**: -173666.1104 eV
**2S+1**: 1
**Energy relative to the best compared isomer or geometry (same formula, charge and spin)**: 0.0 kcal/mol


> Look up the HOMO of the second one.

-14.18 eV


> Which of these has the highest DFT total energy?

C33H49N7O3